{"formula": "C64H78BrF8N7O15", "method": "wB97M-V/def2-TZVPD", "lumo_energy_ha": -0.0378, "total_energy_ha": -7369.740108, "gap_ha": 0.2933, "max_force_ev_per_a": 2.1, "smiles": "C=C[C@@](Br)(O[C@H](COCCC)[C@@H](C)CCC)[C@@H](CCCCCCCOC)N(CCCC(F)(F)C(F)(F)F)C(F)(F)F.O=[N+]([O-])c1ccccc1.O=[N+]([O-])c1ccccc1.O=[N+]([O-])c1ccccc1.O=[N+]([O-])c1ccccc1.O=[N+]([O-])c1ccccc1.O=[N+]([O-])c1ccccc1", "elements": ["C", "C", "C", "Br", "O", "C", "C", "O", "C", "C", "C", "C", "C", "C", "C", "C", "C", "C", "C", "C", "C", "C", "C", "C", "O", "C", "N", "C", "C", "C", "C", "F", "F", "C", "F", "F", "F", "C", "F", "F", "F", "H", "H", "H", "H", "H", "H", "H", "H", "H", "H", "H", "H", "H", "H", "H", "H", "H", "H", "H", "H", "H", "H", "H", "H", "H", "H", "H", "H", "H", "H", "H", "H", "H", "H", "H", "H", "H", "H", "H", "H", "H", "H", "H", "H", "H", "H", "H", "H", "C", "C", "C", "C", "C", "C", "N", "O", "O", "H", "H", "H", "H", "H", "C", "C", "C", "C", "C", "C", "N", "O", "O", "H", "H", "H", "H", "H", "C", "C", "C", "C", "C", "C", "N", "O", "O", "H", "H", "H", "H", "H", "C", "C", "C", "C", "C", "C", "N", "O", "O", "H", "H", "H", "H", "H", "C", "C", "C", "C", "C", "C", "N", "O", "O", "H", "H", "H", "H", "H", "C", "C", "C", "C", "C", "C", "N", "O", "O", "H", "H", "H", "H", "H"], "xyz": [[4.66, 6.10, 0.18], [4.67, 4.76, 0.06], [4.29, 3.95, -1.19], [4.77, 5.16, -2.73], [5.06, 2.82, -1.10], [5.56, 2.17, -2.27], [5.43, 0.68, -1.94], [6.09, 0.35, -0.74], [6.77, -0.89, -0.76], [5.89, -2.11, -1.11], [6.56, -3.06, -2.12], [7.05, 2.57, -2.50], [7.69, 3.09, -1.21], [7.92, 1.50, -3.17], [8.94, 2.19, -4.08], [10.11, 1.27, -4.43], [2.76, 3.73, -1.34], [2.39, 2.80, -2.52], [0.87, 2.53, -2.63], [0.53, 1.03, -2.70], [-0.82, 0.82, -3.40], [-2.00, 0.87, -2.43], [-3.31, 0.87, -3.22], [-4.52, 0.56, -2.36], [-4.54, -0.81, -2.04], [-5.23, -1.07, -0.84], [2.04, 3.37, -0.11], [1.49, 4.48, 0.66], [0.13, 4.93, 0.13], [-0.24, 6.29, 0.75], [-0.20, 7.37, -0.30], [0.96, 7.35, -1.00], [-1.24, 7.18, -1.16], [-0.35, 8.80, 0.28], [0.46, 8.97, 1.36], [0.02, 9.71, -0.65], [-1.64, 9.05, 0.62], [2.45, 2.28, 0.64], [1.38, 1.80, 1.35], [3.37, 2.57, 1.62], [2.94, 1.26, -0.07], [3.82, 6.67, -0.19], [5.47, 6.63, 0.66], [5.01, 4.17, 0.91], [4.96, 2.30, -3.16], [4.36, 0.52, -1.78], [5.69, 0.05, -2.79], [7.65, -0.85, -1.41], [7.14, -1.03, 0.25], [4.88, -1.84, -1.42], [5.78, -2.69, -0.21], [7.57, -2.72, -2.37], [6.02, -3.11, -3.07], [6.68, -4.05, -1.71], [7.05, 3.43, -3.17], [7.26, 4.07, -1.00], [8.75, 3.29, -1.38], [7.53, 2.43, -0.37], [7.35, 0.85, -3.83], [8.51, 0.93, -2.46], [8.47, 2.60, -4.98], [9.35, 3.03, -3.51], [10.74, 1.70, -5.21], [9.77, 0.28, -4.72], [10.74, 1.16, -3.55], [2.37, 4.70, -1.65], [2.89, 1.85, -2.43], [2.70, 3.33, -3.41], [0.51, 3.03, -3.53], [0.30, 2.94, -1.80], [0.39, 0.71, -1.66], [1.33, 0.46, -3.17], [-1.00, 1.61, -4.13], [-0.83, -0.14, -3.91], [-1.98, -0.05, -1.84], [-1.98, 1.77, -1.81], [-3.27, 0.10, -3.99], [-3.49, 1.82, -3.71], [-4.51, 1.16, -1.44], [-5.41, 0.82, -2.93], [-5.48, -2.13, -0.77], [-6.18, -0.53, -0.82], [-4.62, -0.85, 0.04], [2.13, 5.36, 0.67], [1.37, 4.18, 1.70], [0.24, 5.02, -0.95], [-0.63, 4.17, 0.29], [0.47, 6.52, 1.54], [-1.22, 6.24, 1.20], [-5.99, -6.69, 2.75], [-5.58, -5.37, 2.91], [-6.24, -4.35, 2.24], [-7.31, -4.68, 1.43], [-7.74, -5.98, 1.25], [-7.07, -6.99, 1.92], [-8.03, -3.60, 0.73], [-7.63, -2.46, 0.88], [-8.98, -3.90, 0.05], [-5.48, -7.48, 3.27], [-4.75, -5.15, 3.54], [-5.92, -3.33, 2.36], [-8.57, -6.21, 0.61], [-7.39, -8.02, 1.80], [4.06, -2.34, 5.94], [3.96, -3.57, 5.30], [4.71, -3.82, 4.16], [5.55, -2.84, 3.68], [5.66, -1.61, 4.30], [4.91, -1.36, 5.43], [6.37, -3.11, 2.49], [6.24, -4.19, 1.95], [7.12, -2.24, 2.11], [3.48, -2.14, 6.83], [3.30, -4.33, 5.69], [4.64, -4.78, 3.67], [6.32, -0.85, 3.91], [4.98, -0.40, 5.93], [3.18, 4.19, 3.94], [3.02, 5.49, 4.40], [2.62, 5.72, 5.70], [2.39, 4.64, 6.53], [2.53, 3.34, 6.09], [2.93, 3.11, 4.78], [1.98, 4.88, 7.92], [1.84, 6.03, 8.28], [1.81, 3.91, 8.64], [3.50, 4.01, 2.92], [3.22, 6.32, 3.73], [2.50, 6.73, 6.06], [2.34, 2.51, 6.75], [3.05, 2.10, 4.42], [-9.60, -3.20, -2.93], [-10.67, -4.07, -2.81], [-11.50, -4.30, -3.89], [-11.24, -3.66, -5.09], [-10.19, -2.78, -5.23], [-9.36, -2.55, -4.14], [-12.11, -3.92, -6.24], [-13.04, -4.68, -6.09], [-11.84, -3.36, -7.29], [-8.95, -3.02, -2.09], [-10.85, -4.57, -1.87], [-12.34, -4.98, -3.80], [-10.00, -2.28, -6.17], [-8.53, -1.86, -4.23], [-5.68, -4.08, 9.36], [-6.56, -3.58, 8.41], [-6.14, -3.42, 7.10], [-4.84, -3.77, 6.76], [-3.96, -4.27, 7.70], [-4.38, -4.42, 9.01], [-4.40, -3.63, 5.37], [-5.20, -3.18, 4.57], [-3.27, -3.98, 5.09], [-6.02, -4.21, 10.38], [-7.57, -3.31, 8.68], [-6.82, -3.03, 6.35], [-2.95, -4.53, 7.42], [-3.70, -4.80, 9.76], [-4.17, -4.60, -5.35], [-3.96, -3.23, -5.31], [-2.67, -2.73, -5.26], [-1.61, -3.62, -5.25], [-1.80, -4.99, -5.29], [-3.10, -5.48, -5.34], [-0.24, -3.09, -5.21], [-0.10, -1.89, -5.16], [0.68, -3.89, -5.23], [-5.18, -4.99, -5.40], [-4.80, -2.55, -5.31], [-2.49, -1.67, -5.22], [-0.96, -5.67, -5.28], [-3.27, -6.55, -5.37]]}